Entry 1:
ORCA calculation (ωB97M-V/def2-TZVPD) on C21H23Cl2IrN5O5P as an isolated structure.

```
58
Properties=species:S:1:pos:R:3:lowdin_spin:R:1
Ir -0.71 -0.36 0.64 2.92
O 2.64 -1.37 2.54 0.05
C 1.42 -1.33 2.33 0.04
N 0.67 -0.23 2.25 0.20
C 1.20 1.05 2.65 0.02
C 0.22 2.11 2.27 0.01
C 0.32 3.41 2.73 0.00
C -0.61 4.34 2.32 0.00
C -1.63 3.95 1.46 0.01
C -1.67 2.65 1.03 0.02
N -0.75 1.75 1.43 0.14
C 0.62 -2.59 2.17 0.01
C 1.08 -3.81 2.62 0.01
C 0.22 -4.90 2.54 0.00
C -1.05 -4.72 2.01 0.01
C -1.42 -3.47 1.55 0.01
N -0.59 -2.43 1.63 0.12
H 2.16 1.26 2.17 0.01
H 1.37 1.06 3.73 0.00
H 1.12 3.68 3.41 0.00
H -0.56 5.36 2.68 0.00
H -2.39 4.65 1.13 0.00
H -2.43 2.30 0.36 0.00
H 2.06 -3.88 3.05 0.00
H 0.53 -5.87 2.90 0.00
H -1.75 -5.54 1.95 0.00
H -2.39 -3.29 1.12 0.00
Cl -5.67 1.44 -4.80 0.00
C -4.35 1.22 -3.73 0.01
C -3.42 2.26 -3.56 0.00
C -2.34 2.10 -2.72 0.01
Cl -1.23 3.43 -2.55 0.00
C -2.11 0.91 -1.99 0.01
O -1.03 0.76 -1.27 0.12
C -3.09 -0.09 -2.15 0.01
C -3.06 -1.29 -1.37 0.01
O -2.37 -1.50 -0.37 0.10
C -4.18 0.06 -3.03 0.00
H -3.57 3.19 -4.08 0.00
H -3.74 -2.09 -1.68 0.00
H -4.90 -0.75 -3.14 0.00
N 1.42 1.43 -2.56 0.00
C 2.12 0.12 -2.65 0.00
P 2.26 -0.38 -0.89 0.02
O 2.61 0.89 -0.17 0.00
O 1.03 -1.18 -0.53 0.11
C 3.72 -1.49 -0.68 0.01
N 4.41 -1.05 0.57 0.00
H 1.90 2.02 -1.87 0.00
H 0.45 1.31 -2.19 0.00
H 1.37 1.93 -3.46 0.00
H 3.09 0.26 -3.12 0.00
H 1.52 -0.58 -3.23 0.00
H 4.40 -1.42 -1.52 0.00
H 3.39 -2.53 -0.56 0.00
H 5.30 -1.54 0.71 0.00
H 3.79 -1.22 1.41 0.00
H 4.56 -0.04 0.53 0.00
```

Charge ... +2
F_max ... 0.3 eV Å⁻¹
Multiplicity ... 5
Frontier orbital gap (spin up / spin down) ... 7.774 / 6.139 eV
Relative energy (zero: lowest compared OMol25 entry of this formula, charge and spin) ... 0.0 kJ/mol
Energy ... -2829.621264 a.u.

---

Entry 2:
ORCA calculation (ωB97M-V/def2-TZVPD) on C3H6Cl2I2O4P as an isolated structure.

```
18
Properties=species:S:1:pos:R:3:lowdin_charge:R:1
C 1.61 0.17 -1.18 -0.21
C 0.89 1.43 -0.71 -0.92
I 0.96 1.58 1.44 0.87
C -0.56 1.56 -1.17 -1.12
I -0.67 2.71 -2.99 0.70
P -1.38 -0.09 -1.47 0.49
Cl -3.31 0.44 -0.93 0.11
H 1.23 -0.13 -2.17 0.06
H 1.46 -0.66 -0.50 0.05
H 2.68 0.36 -1.28 0.08
H 1.44 2.32 -1.01 0.02
H -1.16 2.14 -0.47 -0.02
H -0.96 -0.64 -0.24 -0.09
O 0.86 -2.54 3.06 -0.38
Cl -0.46 -2.29 2.55 0.61
O -1.00 -1.09 3.14 -0.41
O -1.32 -3.41 2.83 -0.38
O -0.39 -2.10 1.10 -0.45
```

Charge ... -1
F_max ... 0.2 eV Å⁻¹
Frontier orbital gap ... 8.179 eV
Energy ... -2275.836671 a.u.

---

Entry 3:
ORCA calculation (ωB97M-V/def2-TZVPD) on one molecule with the formula C5H9NO.

```
16
Properties=species:S:1:pos:R:3:lowdin_charge:R:1
C -1.52 1.16 1.30 -0.01
C -1.50 -0.20 0.65 -0.40
O -2.43 -0.98 0.78 0.07
C -0.29 -0.65 -0.12 -0.22
C 1.04 -0.65 0.55 -0.10
N 0.75 0.28 -0.51 -0.12
C 1.41 -0.01 -1.77 -0.10
H -2.39 1.22 1.95 0.08
H -0.61 1.36 1.87 0.08
H -1.58 1.94 0.53 0.09
H -0.51 -1.49 -0.79 0.15
H 1.69 -1.50 0.33 0.11
H 1.15 -0.24 1.55 0.11
H 2.35 0.54 -1.82 0.08
H 0.78 0.30 -2.61 0.08
H 1.64 -1.09 -1.89 0.08
```

Charge ... 0
SMILES ... CC(=O)[C@@H]1CN1C
F_max ... 0.4 eV Å⁻¹
Frontier orbital gap ... 10.380 eV
Relative energy (zero: lowest compared OMol25 entry of this formula, charge and spin) ... 190.3 kJ/mol
Energy ... -325.865057 a.u.

---

Entry 4:
ORCA calculation (ωB97M-V/def2-TZVPD) on one molecule with the formula C5H12ClN3O2 in a non-equilibrium geometry.

```
23
Properties=species:S:1:pos:R:3:lowdin_charge:R:1
C 0.44 2.53 0.13 -0.03
N -0.68 1.62 0.05 0.01
C -0.45 0.30 0.07 -0.33
N 0.34 -0.56 0.47 0.10
C 1.62 -0.33 1.13 -0.28
C 2.68 -1.20 0.41 -0.60
Cl 3.00 -0.58 -1.22 0.55
N -1.77 -0.32 -0.58 -0.39
C -1.62 -1.67 -1.21 0.04
O -2.38 0.53 -1.35 -0.14
O -2.51 -0.63 0.64 0.03
H 0.97 2.44 -0.74 0.06
H -0.08 3.51 0.17 0.10
H 0.91 2.15 1.10 0.10
H -1.64 1.85 -0.16 0.13
H 1.90 0.67 1.16 0.04
H 1.50 -0.62 2.29 0.16
H 2.26 -2.25 0.22 0.09
H 3.52 -1.35 1.08 0.07
H -2.53 -2.05 -1.48 0.08
H -0.99 -1.38 -2.02 0.10
H -1.10 -2.29 -0.57 0.06
H -3.38 -0.41 0.40 0.07
```

Charge ... 0
SMILES ... CN/C(=N\CCCl)[N@+](C)([O-])O
F_max ... 4.4 eV Å⁻¹
Frontier orbital gap ... 9.696 eV
Relative energy (zero: lowest compared OMol25 entry of this formula, charge and spin) ... 111.2 kJ/mol
Energy ... -972.476276 a.u.